Below is an isolated ion of composition C16H23FN3S and charge +1, with properties calculated with wB97M-V/def2-TZVPD.

The geometry in XYZ format:
```
44
Properties=species:S:1:pos:R:3:mulliken_charge:R:1
C 1.54394 -5.75980 0.21964 0.121
C 0.87289 -4.75368 0.38294 -0.982
C -0.36828 -3.81825 0.64187 -0.030
C 0.13914 -2.31293 0.50244 0.364
C 1.56828 -1.91975 0.80616 -0.594
C 1.87350 -0.42956 0.61784 0.189
C 3.36294 0.07412 0.87800 -0.783
C 3.46459 1.66786 0.73450 0.354
C 4.99928 2.09112 0.50836 -1.139
F 2.91992 2.25925 1.92435 -0.341
N 0.96291 0.51619 0.23999 -0.960
N -0.25466 0.09286 -0.01258 1.271
N -1.15534 1.09497 -0.40868 -0.664
C -1.41905 1.89658 0.62070 0.694
C -2.14337 1.40765 1.95458 -1.057
C -1.06845 3.44514 0.57708 -1.252
C -0.79242 -1.18827 0.05340 0.310
C -2.30510 -1.44031 -0.34901 -0.652
S -2.30492 -1.43875 -2.22797 -0.051
C -3.52987 -0.19985 -2.83930 -0.442
C -2.92649 1.22597 -3.19534 -0.794
H 2.14883 -6.70570 0.26052 0.398
H -1.15532 -4.00200 -0.15739 0.322
H -0.81987 -4.03608 1.65040 0.327
H 2.34071 -2.67146 1.11383 0.413
H 4.02494 -0.32796 0.04008 0.345
H 3.78220 -0.29488 1.85594 0.393
H 2.92557 2.03662 -0.19826 0.281
H 5.00629 3.15214 0.12590 0.347
H 5.36917 1.43396 -0.33316 0.330
H 5.54062 1.94484 1.48404 0.320
H -2.48648 2.30763 2.55437 0.415
H -1.44068 0.74710 2.54483 0.270
H -3.08142 0.87135 1.61706 0.275
H -2.03599 4.01591 0.40596 0.371
H -0.34687 3.69440 -0.24925 0.307
H -0.64392 3.80332 1.55854 0.379
H -2.67152 -2.45142 -0.01550 0.417
H -2.97403 -0.61242 0.04375 0.092
H -3.95052 -0.63031 -3.80758 0.359
H -4.41378 -0.08904 -2.14554 0.345
H -3.45202 1.59351 -4.14014 0.345
H -1.82485 1.22983 -3.42778 0.251
H -3.17513 2.00801 -2.40533 0.135
```

Calculated total energy (eV): -34973.9002
Net charge: +1

---

Below is C16H23IN2Pb as an isolated structure, with properties calculated with wB97M-V/def2-TZVPD.

The geometry in XYZ format:
```
43
Properties=species:S:1:pos:R:3:mulliken_charge:R:1
C -1.56127 -3.71740 -1.23047 -1.152
C -1.29754 -2.98482 1.44779 -1.686
H -2.51465 -3.14397 -1.51556 0.409
H -1.92844 -4.57186 -0.41716 0.256
H -0.50223 -4.02846 -1.57474 0.280
H -2.13563 -2.23241 1.56355 0.348
H -1.83515 -4.07019 1.23216 0.342
H -0.20158 -3.20825 1.65879 0.530
C -0.80409 0.86399 -2.84557 -0.290
C -0.75394 2.08024 -3.57084 -0.684
C -0.95051 3.30152 -2.81773 -0.711
C -1.15845 3.16300 -1.46854 -0.133
H -0.63362 -0.05134 -3.35672 0.344
H -0.57733 2.07932 -4.60992 0.471
H -0.92203 4.24792 -3.32499 0.460
H -1.29974 4.12268 -0.83860 0.063
N -1.04713 0.82350 -1.54609 0.189
C -1.20467 1.95536 -0.81007 0.536
C -1.38583 1.79999 0.66162 0.359
N -1.37815 0.58429 1.19901 0.100
C -1.46398 0.41190 2.53247 -0.203
C -1.63207 2.79117 2.88560 -0.588
C -1.58786 1.49812 3.39110 -0.670
H -1.43107 -0.59218 2.90679 0.387
H -1.64507 1.30823 4.48555 0.346
C -1.53467 2.94684 1.47392 -0.606
H -1.56193 3.93417 1.02933 0.237
H -1.73706 3.67042 3.51646 0.432
Pb -0.74090 -2.14149 -0.30990 1.354
I 1.17321 -2.64667 -2.82559 -0.560
C 2.70328 0.33614 -0.80478 -1.201
C 2.62007 -0.97933 -0.02664 1.146
C 3.84966 -1.09109 0.90208 -1.641
C 1.30262 -1.17150 0.70602 -0.995
H 2.68453 1.18864 -0.11627 0.348
H 1.87327 0.43410 -1.50787 0.091
H 3.63675 0.38394 -1.38325 0.439
H 2.70385 -1.80006 -0.75901 -0.131
H 3.88446 -0.23292 1.58548 0.331
H 3.79965 -2.00523 1.50599 0.411
H 4.79200 -1.11419 0.33344 0.405
H 1.40841 -1.92794 1.49891 0.572
H 0.99480 -0.21418 1.14426 0.069
```

Calculated total energy (eV): -33285.9929
Net charge: 0
Energy above the lowest of the compared OMol25 structures with the same formula, charge and spin (eV): 8.233

---

Below is C16H23IrN5O3S as an isolated structure, with properties calculated with wB97M-V/def2-TZVPD.

The geometry in XYZ format:
```
49
Properties=species:S:1:pos:R:3:mulliken_charge:R:1
Ir 0.16598 -0.65849 0.35067 1.381
C 0.58069 -2.03608 3.39849 -1.496
C -0.33147 -0.85247 3.37104 1.294
C -0.81689 -0.38884 4.61217 -0.718
C -1.71063 0.63245 4.67363 -0.829
C -2.17226 1.20584 3.47420 1.123
C -3.14715 2.22953 3.45892 -0.868
C -3.59002 2.74425 2.27472 -0.722
C -3.06703 2.25774 1.06432 -0.527
C -2.11245 1.27308 1.05770 0.857
S -1.42656 0.66449 -0.43058 -0.403
C -1.64005 0.72306 2.26443 -0.638
N -0.69145 -0.29047 2.21990 0.061
H 0.71031 -2.37655 4.42191 0.458
H 1.56431 -1.79882 2.99495 0.338
H 0.12774 -2.85415 2.83752 0.181
H -0.46221 -0.87343 5.50962 0.371
H -2.08472 0.99452 5.62300 0.441
H -3.53504 2.58854 4.40321 0.393
H -4.33863 3.52390 2.25901 0.404
H -3.41390 2.66496 0.12314 0.458
N 1.53234 -2.32810 0.58192 -0.580
N 2.78976 -1.83345 1.00673 -0.180
C 2.95952 -0.44100 0.90722 0.636
O 4.05328 0.05410 0.92541 -0.605
O 1.83051 0.24131 0.88351 -0.723
H 1.25453 -3.08996 1.18900 0.277
H 1.58832 -2.66300 -0.37873 0.366
H 3.59425 -2.36701 0.70787 0.273
C -1.12588 0.43957 -3.99456 -1.230
N -0.36654 -0.52767 -3.21162 0.295
C -1.05278 -1.78382 -2.94159 -1.037
C 0.77980 -0.22695 -2.57423 0.360
O 1.11177 -0.86046 -1.50600 -0.691
N 1.61115 0.68969 -3.06382 0.141
C 1.71930 0.99387 -4.48634 -1.172
C 2.67434 1.23344 -2.21895 -1.001
H -2.15691 0.42841 -3.63904 0.410
H -1.12041 0.19606 -5.05781 0.349
H -0.73033 1.43947 -3.84529 0.397
H -1.44830 -2.17094 -3.88052 0.417
H -1.87806 -1.63816 -2.24091 0.326
H -0.35607 -2.50634 -2.52966 0.266
H 1.17395 0.26263 -5.07632 0.376
H 2.77216 0.94010 -4.76275 0.426
H 1.35369 1.99511 -4.71637 0.331
H 2.36990 1.23916 -1.17754 0.264
H 2.86528 2.25685 -2.53718 0.406
H 3.59284 0.65401 -2.32439 0.346
```

Calculated total energy (eV): -44228.6975
Net charge: +1
Energy above the lowest of the compared OMol25 structures with the same formula, charge and spin (eV): 0.000

---

Below is an isolated ion of composition C16H23N2 and charge +1, with properties calculated with wB97M-V/def2-TZVPD.

The geometry in XYZ format:
```
41
Properties=species:S:1:pos:R:3:mulliken_charge:R:1
C -2.33951 -1.79366 -2.56094 -0.971
N -1.11541 -1.25140 -1.99372 0.204
C 0.03623 -1.90058 -2.58943 -0.990
C -1.04641 0.22213 -1.92610 -1.329
C -1.06491 0.81733 -0.53892 0.897
C -2.32314 0.37851 0.26379 -1.406
C -1.79981 -0.28187 1.49010 0.557
C -2.54454 -0.94588 2.44711 -0.850
C -1.89175 -1.43997 3.57710 -0.417
C -0.52138 -1.18875 3.77251 -0.988
C 0.22086 -0.51860 2.79947 -0.278
C -0.40050 -0.12589 1.60137 0.552
C 0.10844 0.52454 0.40463 0.077
N 1.32972 1.03784 0.25920 0.242
C 2.50653 0.53721 0.99427 -0.740
C 3.72243 1.20532 0.34146 -0.688
C 3.18582 2.34709 -0.53471 -0.570
C 1.66441 2.18715 -0.61281 -0.421
H -2.20324 -2.86859 -2.73922 0.351
H -3.20271 -1.65326 -1.90010 0.237
H -2.56477 -1.29281 -3.52498 0.367
H -0.19784 -2.96319 -2.73996 0.361
H 0.25690 -1.43875 -3.57399 0.375
H 0.93154 -1.81564 -1.95921 0.222
H -0.17290 0.57794 -2.49609 0.326
H -1.95900 0.60733 -2.42248 0.509
H -1.10760 1.90852 -0.67244 0.742
H -2.88211 1.29788 0.51258 0.354
H -3.02061 -0.26623 -0.28075 0.243
H -3.60951 -1.10577 2.27691 0.463
H -2.45128 -2.01145 4.31576 0.412
H -0.03780 -1.54381 4.68131 0.415
H 1.25488 -0.27777 3.00918 0.201
H 2.55059 -0.56304 0.94733 0.437
H 2.46865 0.83115 2.05730 0.366
H 4.25747 0.46532 -0.26223 0.294
H 4.40992 1.56464 1.11373 0.327
H 3.44169 3.31568 -0.09430 0.305
H 3.62725 2.31290 -1.53338 0.316
H 1.16414 3.10551 -0.26947 0.286
H 1.31926 2.00292 -1.63987 0.212
```

Calculated total energy (eV): -19938.9589
Net charge: +1
Energy above the lowest of the compared OMol25 structures with the same formula, charge and spin (eV): 0.416

---

Below is one molecule with the formula C16H23N3, with properties calculated with wB97M-V/def2-TZVPD.

The geometry in XYZ format:
```
42
Properties=species:S:1:pos:R:3:mulliken_charge:R:1
C -1.67475 3.14109 -4.76108 -1.158
C -1.87254 4.31401 -3.80796 -0.465
C -2.42702 3.89744 -2.44529 -0.586
C -1.45490 3.04649 -1.63090 -0.546
C -1.98080 2.77123 -0.22422 -0.869
C -1.01609 1.90694 0.58342 -0.348
C -1.51702 1.66150 2.00440 -0.603
C -0.52178 0.84129 2.82992 -0.919
N -0.34702 -0.49133 2.30874 -0.074
C 0.71579 -0.86398 1.57210 0.570
N 1.71382 -0.00216 1.44497 -0.499
C 2.77189 -0.38120 0.72961 -0.350
N 2.95762 -1.51383 0.11890 -0.665
C 1.96656 -2.43144 0.22940 0.063
C 2.11919 -3.67922 -0.40380 -0.391
C 1.13761 -4.62733 -0.30391 -0.353
C -0.02798 -4.36875 0.42721 -0.819
C -0.20371 -3.16098 1.05199 -0.453
C 0.78394 -2.16712 0.96755 0.812
H -0.91379 2.46006 -4.38948 0.308
H -1.35949 3.49885 -5.73873 0.360
H -2.60405 2.58827 -4.88215 0.288
H -2.56713 5.02449 -4.26296 0.329
H -0.91994 4.82936 -3.66563 0.298
H -2.66433 4.79951 -1.87523 0.345
H -3.35879 3.34498 -2.58928 0.288
H -0.49541 3.56394 -1.55956 0.325
H -1.28229 2.09513 -2.13656 0.291
H -2.13700 3.71986 0.29535 0.373
H -2.94983 2.26991 -0.29192 0.357
H -0.04047 2.39420 0.62987 0.323
H -0.87753 0.95073 0.07379 0.213
H -1.67294 2.61819 2.50610 0.321
H -2.47946 1.14298 1.97105 0.320
H 0.46041 1.31520 2.81143 0.415
H -0.87111 0.76625 3.86513 0.348
H -1.15409 -1.09355 2.31884 0.186
H 3.56335 0.35489 0.65055 0.421
H 3.02722 -3.85446 -0.95854 0.478
H 1.25574 -5.58554 -0.78859 0.386
H -0.79186 -5.12917 0.49818 0.396
H -1.11031 -2.98618 1.61541 0.283
```

Calculated total energy (eV): -21436.6403
Net charge: 0
Energy above the lowest of the compared OMol25 structures with the same formula, charge and spin (eV): 0.000

---

Below is C16H23N3OS as an isolated structure, with properties calculated with wB97M-V/def2-TZVPD.

The geometry in XYZ format:
```
44
Properties=species:S:1:pos:R:3:mulliken_charge:R:1
S 2.44443 1.65086 0.04062 -0.507
C 0.95961 1.00227 0.50859 0.986
N 0.40769 1.60642 1.48515 -0.250
H -0.59377 1.37836 1.82068 0.239
C 0.52891 3.09784 1.95904 -1.395
H 1.68495 3.29977 1.86409 0.449
C -0.28330 4.24472 1.76864 -0.098
H -1.22375 3.98966 1.69285 0.702
C 0.04556 4.54161 -0.00205 -0.775
H -0.91181 4.93710 -0.34359 0.374
C 1.42564 5.44137 0.11175 -0.705
H 2.24892 4.96771 -0.05209 0.504
C 0.90352 6.13444 1.39816 -0.787
H 0.85291 7.09474 1.42411 0.657
O 0.07542 5.44554 2.10628 -0.445
H 2.04119 6.11248 2.17490 0.171
H 1.03009 6.11991 -0.63662 0.279
H 0.18630 3.58788 -0.39675 0.439
H 0.74346 2.93425 3.07348 0.320
N 0.49508 0.02376 0.13351 0.487
C -0.84951 -0.42511 0.38744 -1.246
H -1.46159 0.36203 0.64616 0.889
C -1.21590 -1.60201 -0.46279 -1.117
N -0.31461 -2.65991 -0.37005 0.140
C -0.62443 -3.87907 -1.23316 0.479
C -2.00306 -4.23905 -1.60630 -0.042
C -2.55294 -5.41423 -1.94458 -0.735
C -1.36115 -6.55198 -1.85619 -0.505
C -0.28446 -6.22696 -1.07218 -0.498
C 0.05610 -5.05786 -0.73030 -0.088
H 1.14973 -4.88587 -0.38291 0.132
H 0.37523 -7.03321 -1.16169 0.330
H -1.75898 -7.53377 -2.10163 0.363
H -3.45834 -5.54064 -2.42495 0.438
H -2.75484 -3.30629 -1.72574 0.107
C 1.19531 -2.36300 -0.46894 -2.164
H 1.36522 -2.39563 0.38726 0.720
C 1.22389 -0.89897 -0.62274 -0.753
H 0.88524 -0.67446 -1.89365 0.258
H 2.38569 -0.47475 -0.72178 0.319
H 1.52243 -3.01576 -0.99078 1.253
H -2.17079 -1.89281 0.12347 0.450
H -1.52398 -1.03483 -1.43330 0.244
H -0.88531 -0.86659 1.52857 0.380
```

Calculated total energy (eV): -34300.8815
Net charge: 0
Energy above the lowest of the compared OMol25 structures with the same formula, charge and spin (eV): 19.308